Entry 1:
# C14H24InN4O5

A molecular structure, C14H24InN4O5 at a distorted geometry (wB97M-V/def2-TZVPD, the Open Molecules 2025 dataset).

Geometry as XYZ:
```
48
C14H24InN4O5 (wB97M-V/def2-TZVPD)
O 3.71 1.00 -1.46
H 4.03 1.42 -2.25
In 0.74 0.36 -0.18
N -1.26 -0.32 -0.93
N 1.03 -0.82 -2.16
O -2.59 -0.41 -0.42
O 2.05 -1.44 -2.61
C -1.32 -0.75 -2.19
C -0.11 -0.97 -2.88
C -2.64 -1.15 -2.69
C 0.08 -1.50 -4.24
H -3.34 -0.32 -2.63
H -3.01 -1.99 -2.10
H -2.58 -1.47 -3.73
H 1.15 -1.71 -4.43
H -0.27 -0.76 -4.96
H -0.49 -2.42 -4.33
H -2.53 -0.32 0.54
H 2.92 0.47 -1.93
O 1.03 -2.02 0.37
H 0.34 -2.50 0.86
H 1.05 -2.42 -0.52
C 0.74 2.31 -0.94
H 0.58 2.59 0.14
H -0.15 2.36 -1.61
H 1.83 2.59 -1.26
O -2.34 4.28 0.18
H -2.86 3.49 -0.08
H -2.20 4.13 1.13
N 2.66 0.08 0.97
C 2.39 -0.07 2.38
C 3.41 -0.47 3.23
C 3.10 -0.78 4.57
C 1.80 -0.68 5.05
C 0.74 -0.26 4.20
C -0.60 -0.19 4.62
C -1.58 0.22 3.73
C -1.21 0.57 2.43
N 0.04 0.40 1.95
C 1.06 0.08 2.83
H 3.28 0.86 0.75
H 3.04 -0.76 0.53
H 4.43 -0.58 2.86
H 3.91 -1.09 5.24
H 1.56 -0.93 6.09
H -0.85 -0.46 5.65
H -2.63 0.28 4.02
H -1.93 1.04 1.76
```

* energy: -36269.77056 eV
* E_HOMO (spin up / spin down): -10.71 / -10.71 eV
* net charge: +1
* Kohn-Sham gap (spin up / spin down): 6.42 / 6.42 eV
* molecular weight: 443.2 g mol⁻¹

Results of the Löwdin charge analysis, in e, for atoms 1 through 6: -0.112 0.044 0.836 -0.050 -0.181 -0.071

Entry 2:
# C14H24N2O3S

A single C14H24N2O3S molecule (wB97M-V/def2-TZVPD, the Open Molecules 2025 dataset).

Geometry as XYZ:
```
44
C14H24N2O3S (wB97M-V/def2-TZVPD)
C 4.92 1.59 0.86
H 4.93 2.58 1.30
H 5.76 1.00 1.23
H 4.96 1.67 -0.23
S 3.37 0.80 1.37
C 3.58 -0.85 0.62
H 2.85 -1.50 1.11
C 3.40 -0.90 -0.90
H 3.85 -1.83 -1.25
C 1.94 -0.89 -1.36
N 1.26 0.30 -0.89
C 0.11 0.76 -1.44
O -0.53 0.10 -2.26
N -0.24 2.02 -1.07
H 0.27 2.43 -0.30
C -1.61 2.47 -1.21
H -1.61 3.53 -1.47
H -2.04 1.89 -2.03
C -2.40 2.22 0.09
C -2.40 0.77 0.43
C -1.56 0.21 1.30
C -1.66 -1.26 1.55
C -3.13 -1.63 1.79
C -4.06 -1.08 0.70
C -3.33 -0.16 -0.29
H -2.75 -0.77 -0.98
H -4.06 0.40 -0.87
H -4.87 -0.52 1.17
H -4.51 -1.90 0.14
H -3.21 -2.72 1.85
H -3.42 -1.22 2.76
H -1.05 -1.56 2.40
H -1.30 -1.81 0.67
H -0.85 0.79 1.87
H -3.42 2.58 -0.06
H -1.94 2.80 0.90
H 1.72 0.80 -0.14
H 1.92 -0.89 -2.46
C 1.21 -2.19 -0.94
O 1.75 -3.07 -0.31
O -0.04 -2.27 -1.35
H -0.33 -1.43 -1.84
H 3.93 -0.07 -1.37
H 4.58 -1.19 0.89
```

* energy: -34866.98467 eV
* E_HOMO: -8.87 eV
* Kohn-Sham gap: 9.34 eV
* molecular weight: 300.4 g mol⁻¹

Results of the Löwdin charge analysis, in e, for atoms 1 through 6: -0.386 0.029 0.036 0.029 0.815 -0.452

Entry 3:
# C14H24N4NaO3PS

A molecular structure, C14H24N4NaO3PS (wB97M-V/def2-TZVPD, the Open Molecules 2025 dataset).

Geometry as XYZ:
```
48
C14H24N4NaO3PS (wB97M-V/def2-TZVPD)
Na -0.88 -0.27 0.59
C -2.07 1.82 4.52
C -1.98 1.28 3.13
N -0.92 0.78 2.61
N 0.23 0.87 3.35
C 1.14 -0.04 3.04
N 2.36 0.22 3.61
S 0.99 -1.48 2.09
C -3.19 1.33 2.24
C -4.38 1.88 2.72
C -5.48 1.95 1.88
C -5.38 1.47 0.59
C -4.16 0.94 0.19
N -3.09 0.87 0.99
H -1.16 1.58 5.05
H -2.92 1.39 5.05
H -2.20 2.91 4.52
H 2.37 0.91 4.34
H 2.97 -0.58 3.73
H -4.44 2.25 3.73
H -6.41 2.37 2.24
H -6.21 1.50 -0.10
H -4.03 0.56 -0.81
C 2.42 -3.84 -2.23
C 2.50 -2.74 -1.21
O 2.22 -1.46 -1.82
P 0.78 -0.77 -1.58
O 0.07 -0.84 -3.03
C 0.75 -0.45 -4.24
C 0.85 -1.65 -5.16
O 1.24 0.80 -1.61
C 2.10 1.24 -0.53
C 3.50 1.47 -1.04
H 2.70 -4.80 -1.78
H 3.11 -3.65 -3.06
H 1.41 -3.94 -2.63
H 3.50 -2.65 -0.79
H 1.81 -2.91 -0.38
H 1.74 -0.05 -4.00
H 0.16 0.35 -4.69
H 1.48 -2.42 -4.72
H 1.29 -1.35 -6.11
H -0.13 -2.07 -5.35
H 2.09 0.50 0.28
H 1.66 2.16 -0.15
H 3.92 0.55 -1.45
H 4.14 1.81 -0.22
H 3.51 2.23 -1.82
```

* energy: -51553.54083 eV
* E_HOMO: -7.19 eV
* Kohn-Sham gap: 7.45 eV
* molecular weight: 382.4 g mol⁻¹

Results of the Löwdin charge analysis, in e, for atoms 1 through 6: 0.218 -0.041 -0.277 -0.026 -0.032 -0.911

Entry 4:
# C14H24N6S2

A single C14H24N6S2 molecule at a distorted geometry (wB97M-V/def2-TZVPD, the Open Molecules 2025 dataset).

Geometry as XYZ:
```
46
C14H24N6S2 (wB97M-V/def2-TZVPD)
N 2.81 0.00 -1.35
C 2.53 -0.35 -0.09
N 2.34 0.50 0.87
N 2.02 -0.07 2.04
C 1.97 -1.34 2.03
C 1.53 -2.15 3.19
H 2.21 -1.95 4.02
H 1.58 -3.21 2.95
C 0.10 -1.76 3.62
C -1.01 -2.58 2.96
H -1.97 -2.18 3.29
H -0.95 -3.61 3.33
C -1.00 -2.64 1.43
C -1.15 -1.29 0.73
H -2.06 -0.79 1.08
H -0.31 -0.65 0.98
C -1.23 -1.48 -0.79
C -2.66 -1.64 -1.30
C -3.32 -0.29 -1.59
C -2.87 0.29 -2.95
H -1.95 -0.21 -3.27
H -3.63 0.09 -3.70
C -2.59 1.80 -2.90
C -1.38 2.06 -2.08
N -0.21 1.64 -2.37
N 0.73 1.92 -1.46
C 0.28 2.55 -0.42
N 1.05 2.93 0.62
H 1.84 2.31 0.79
H 0.56 3.26 1.44
S -1.45 2.90 -0.52
H -2.41 2.16 -3.91
H -3.44 2.33 -2.48
H -3.05 0.40 -0.79
H -4.40 -0.39 -1.58
H -2.68 -2.24 -2.21
H -3.25 -2.18 -0.55
H -0.64 -2.36 -1.06
H -0.77 -0.63 -1.30
H -1.82 -3.29 1.12
H -0.08 -3.11 1.10
H 0.01 -1.90 4.70
H -0.04 -0.70 3.41
S 2.38 -2.03 0.44
H 2.75 -0.72 -2.05
H 2.39 0.90 -1.62
```

* energy: -45518.71508 eV
* E_HOMO: -8.49 eV
* Kohn-Sham gap: 9.16 eV
* molecular weight: 340.5 g mol⁻¹

Results of the Löwdin charge analysis, in e, for atoms 1 through 6: 0.093 -0.686 -0.039 0.006 -0.613 -0.183